# 1
{
  "formula": "C5H8N2",
  "method": "ωB97M-V with the def2-TZVPD basis set",
  "homo_lumo_gap_ev": 8.9,
  "e_lumo_ha": 0.033,
  "e_tot_ev": -8293.848,
  "smiles": "[H]/N=C1\\C=C(C)NC1",
  "homo_ev": -8.02,
  "species": ["N", "N", "C", "C", "C", "C", "C", "H", "H", "H", "H", "H", "H", "H", "H"],
  "coordinates": [[-2.73962, -0.44619, -0.19759], [0.28467, 0.97794, 0.67695], [-0.21338, -0.86163, -0.59867], [-1.48241, -0.21366, -0.27000], [-1.15191, 1.09732, 0.37184], [0.77367, -0.12471, -0.01861], [2.24410, -0.45929, 0.03388], [2.49098, -1.25937, -0.67276], [2.52461, -0.80214, 1.03959], [0.88818, 1.78611, 0.79322], [-3.07924, -1.24712, -0.70639], [-1.34080, 1.93886, -0.30105], [2.88036, 0.40527, -0.20191], [-1.98279, 1.05408, 1.08651], [-0.09642, -1.84547, -1.03502]],
  "lowdin_charge": [0.0986, 0.0322, 0.0019, -0.3990, -0.1393, -0.3258, -0.0269, 0.0799, 0.0870, 0.1323, 0.0339, 0.1259, 0.0802, 0.1164, 0.1028]
}

***

# 2
{
  "formula": "C5H8N2",
  "method": "ωB97M-V with the def2-TZVPD basis set",
  "homo_lumo_gap_ev": [7.8, 7.8],
  "e_lumo_ha": [-0.004, -0.004],
  "e_tot_ev": -8290.854,
  "homo_ev": [-7.94, -7.94],
  "species": ["N", "N", "C", "C", "C", "C", "C", "H", "H", "H", "H", "H", "H", "H", "H"],
  "coordinates": [[0.89142, 1.35222, 0.73932], [-2.60925, -0.43687, -0.54503], [0.93295, 0.14977, 0.26496], [-1.47336, 0.15973, -0.03044], [2.18140, -0.59187, -0.14731], [-0.28933, -0.54462, 0.03996], [-1.51369, 1.43521, 0.59614], [-0.29862, -1.62513, -0.04016], [2.19065, -0.71685, -1.23534], [-2.53592, -1.43655, -0.68839], [2.16419, -1.59501, 0.29081], [-3.50890, -0.13742, -0.20154], [-1.04417, 2.27180, 0.08423], [3.10124, -0.09080, 0.16148], [1.81138, 1.80640, 0.71133]],
  "lowdin_charge": [0.1160, 0.0987, -0.4528, -0.4601, -0.0441, -0.0782, 0.2131, 0.1036, 0.0847, 0.0948, 0.0799, 0.0934, 0.0079, 0.0725, 0.0704]
}

***

# 3
{
  "formula": "C5H8N2",
  "method": "ωB97M-V with the def2-TZVPD basis set",
  "homo_lumo_gap_ev": [8.3, 8.3],
  "e_lumo_ha": [0.007, 0.007],
  "e_tot_ev": -8290.043,
  "homo_ev": [-8.12, -8.12],
  "species": ["N", "N", "C", "C", "C", "C", "C", "H", "H", "H", "H", "H", "H", "H", "H"],
  "coordinates": [[-0.61335, 0.00093, -0.08364], [1.41255, -2.38770, -1.87184], [-1.86794, 0.27196, -0.12344], [0.97654, -1.43921, -1.36078], [1.07040, -0.14945, 1.77744], [0.48903, -0.25781, -0.79845], [0.63165, 0.47392, 0.48411], [-2.51158, -0.28124, -0.78762], [-0.49690, 0.96200, -2.29944], [0.78338, 1.55068, 0.40236], [-2.26245, 0.88070, 0.66777], [2.15000, -0.04749, 1.87591], [0.60607, 0.33433, 2.64231], [0.82886, -1.21089, 1.78645], [-1.19627, 1.29928, -2.31116]],
  "lowdin_charge": [-0.1198, 0.1226, 0.0491, -0.2083, -0.0402, -0.2344, -0.2287, 0.0804, 0.0501, 0.1393, 0.0807, 0.0824, 0.0780, 0.0864, 0.0623]
}

***

# 4
{
  "formula": "C5H8N2",
  "method": "ωB97M-V with the def2-TZVPD basis set",
  "homo_lumo_gap_ev": [7.9, 9.3],
  "e_lumo_ha": [-0.010, 0.013],
  "e_tot_ev": -8289.722,
  "homo_ev": [-8.15, -8.91],
  "species": ["N", "N", "C", "C", "C", "C", "C", "H", "H", "H", "H", "H", "H", "H", "H"],
  "coordinates": [[1.21063, -0.47098, 0.47445], [-0.27889, 2.20229, -1.17158], [2.25799, -1.39043, 0.82719], [-1.43327, 0.21889, -0.73046], [1.36547, 0.38857, -0.43370], [0.06177, 1.08514, -0.80106], [-2.55880, 0.67783, 0.14567], [3.04832, -1.49327, 0.06881], [2.70273, -1.09893, 1.78275], [-2.78157, -0.12268, 0.88425], [-1.86277, -0.62346, -1.35248], [-2.25480, 1.57311, 0.67052], [1.77345, -2.36112, 0.97197], [-3.52479, 0.86058, -0.35480], [2.33883, 0.55747, -0.94943]],
  "lowdin_charge": [-0.0295, 0.1873, -0.1316, -0.0009, -0.1381, -0.3877, -0.1686, 0.0760, 0.0815, 0.0838, 0.0923, 0.0586, 0.0775, 0.0728, 0.1264]
}

***

# 5
{
  "formula": "C5H8N2",
  "method": "ωB97M-V with the def2-TZVPD basis set",
  "homo_lumo_gap_ev": 7.8,
  "e_lumo_ha": 0.035,
  "e_tot_ev": -8291.631,
  "homo_ev": -6.88,
  "species": ["N", "N", "C", "C", "C", "C", "C", "H", "H", "H", "H", "H", "H", "H", "H"],
  "coordinates": [[0.82755, -1.34840, -0.48602], [1.38467, 1.46064, 1.76304], [-0.25612, 0.76490, -0.04970], [-2.02128, -0.49519, -1.36747], [1.50589, -0.59083, 0.40389], [-0.57442, -0.18939, -0.94010], [0.89116, 0.58113, 0.76077], [-2.76166, 0.32381, -1.19968], [-0.81614, 1.64079, -0.38816], [1.75304, 0.90467, 2.53011], [2.49575, -0.85377, 0.80026], [0.61032, 1.98733, 2.14676], [-2.39400, -1.31864, -0.75106], [-2.10258, -0.75283, -2.42308], [1.43392, -2.13957, -0.79236]],
  "lowdin_charge": [0.0443, 0.0476, -0.0973, -0.0831, -0.1921, -0.0765, -0.3611, 0.0875, 0.1262, 0.0744, 0.1258, 0.0713, 0.0728, 0.0564, 0.1038]
}

***

# 6
{
  "formula": "C5H8N2",
  "method": "ωB97M-V with the def2-TZVPD basis set",
  "homo_lumo_gap_ev": 9.4,
  "e_lumo_ha": 0.007,
  "e_tot_ev": -8290.034,
  "homo_ev": -9.16,
  "species": ["N", "N", "C", "C", "C", "C", "C", "H", "H", "H", "H", "H", "H", "H", "H"],
  "coordinates": [[1.09031, 0.15814, -0.74341], [1.52494, -0.75903, 0.15317], [-0.27511, 0.29014, -0.72735], [-0.75267, -0.57629, 0.21322], [0.42777, -1.20036, 0.72494], [2.19128, 1.87439, -0.78333], [-2.17128, -0.82040, 0.62617], [-0.77699, 0.98513, -1.38723], [0.49078, -1.95982, 1.49613], [-2.46012, -1.86405, 0.46017], [2.76328, 1.58117, 0.11079], [1.36666, 2.50897, -0.41865], [-2.31758, -0.60300, 1.69001], [1.75848, 0.57320, -1.47218], [-2.85974, -0.18820, 0.05756]],
  "lowdin_charge": [-0.1580, 0.0524, -0.0582, -0.2642, -0.1079, 0.1002, -0.0570, 0.1306, 0.1129, 0.0788, -0.0221, -0.0254, 0.0790, 0.0629, 0.0763]
}

***

# 7
{
  "formula": "C5H8N2",
  "method": "ωB97M-V with the def2-TZVPD basis set",
  "homo_lumo_gap_ev": 9.3,
  "e_lumo_ha": 0.039,
  "e_tot_ev": -8291.766,
  "homo_ev": -8.26,
  "species": ["N", "N", "C", "C", "C", "C", "C", "H", "H", "H", "H", "H", "H", "H", "H"],
  "coordinates": [[0.06090, 0.96252, 3.35577], [-0.57629, -0.20704, 1.55723], [-0.97165, -0.30214, 0.19806], [-0.04409, 0.94725, 2.02016], [0.36212, 0.38359, -1.93405], [0.85609, -0.72021, -2.84499], [-0.24846, 0.10247, -0.81421], [-0.25135, 0.22357, 3.98488], [0.13529, -1.54339, -2.81973], [1.82789, -1.12317, -2.54687], [-0.93416, -0.94143, 2.17274], [0.37349, 1.81475, 3.79154], [0.44627, 1.42145, -2.26031], [-1.99259, -0.64244, 0.02040], [0.93540, -0.37195, -3.87918]],
  "lowdin_charge": [0.0169, -0.0697, -0.1590, -0.1949, -0.1506, -0.1057, -0.0455, 0.0867, 0.0730, 0.0713, 0.1264, 0.0722, 0.1023, 0.1100, 0.0668]
}

***

# 8
{
  "formula": "C5H8N2",
  "method": "ωB97M-V with the def2-TZVPD basis set",
  "homo_lumo_gap_ev": 10.4,
  "e_lumo_ha": 0.032,
  "e_tot_ev": -8293.549,
  "smiles": "C[C@H]1CN[C@H]1C#N",
  "homo_ev": -9.53,
  "species": ["N", "N", "C", "C", "C", "C", "C", "H", "H", "H", "H", "H", "H", "H", "H"],
  "coordinates": [[-1.43410, -2.83249, 0.30604], [-1.52174, 0.73920, 0.23257], [0.59717, 0.28427, 0.34357], [1.46653, -0.41519, -0.68899], [-1.08951, -1.73452, 0.43559], [-0.73633, -0.36536, 0.81666], [-0.28659, 1.43242, -0.19599], [-0.82449, -0.36710, 1.90868], [0.91940, -0.62839, -1.61440], [-2.12806, 0.45791, -0.52879], [-0.19696, 1.59387, -1.27670], [2.31054, 0.23720, -0.94530], [-0.16213, 2.39315, 0.31397], [1.20907, 0.56273, 1.20565], [1.87720, -1.35769, -0.31256]],
  "lowdin_charge": [0.1481, 0.0028, -0.2914, -0.0713, -0.1706, -0.2996, -0.1620, 0.1424, 0.0838, 0.1053, 0.1127, 0.0816, 0.1057, 0.1320, 0.0805]
}

***

# 9
{
  "formula": "C5H8N2",
  "method": "ωB97M-V with the def2-TZVPD basis set",
  "homo_lumo_gap_ev": [9.0, 9.0],
  "e_lumo_ha": [0.014, 0.014],
  "e_tot_ev": -8289.781,
  "homo_ev": [-8.60, -8.60],
  "species": ["N", "N", "C", "C", "C", "C", "C", "H", "H", "H", "H", "H", "H", "H", "H"],
  "coordinates": [[0.52974, -0.47140, 0.85023], [-1.69647, -0.96197, 0.35114], [-0.66506, -1.14264, 1.04884], [0.60308, -1.76406, 1.52463], [-0.38896, 2.00256, -0.61343], [0.51916, -0.35861, -0.61177], [-0.69536, 0.49773, -0.84203], [-0.42236, 2.56993, -1.56274], [0.92269, -1.65975, 2.56046], [0.35985, -1.33147, -1.09847], [-1.27879, 0.33472, -1.74483], [-1.06775, 2.51481, 0.06927], [0.62928, 2.14830, -0.22206], [1.46441, 0.09258, -0.91140], [1.04673, -2.60369, 0.98735]],
  "lowdin_charge": [-0.0524, 0.1805, -0.4442, -0.0148, -0.0866, -0.2287, -0.1119, 0.0762, 0.0999, 0.1205, 0.0957, 0.0706, 0.0691, 0.1183, 0.1078]
}

***

# 10
{
  "formula": "C5H8N2",
  "method": "ωB97M-V with the def2-TZVPD basis set",
  "homo_lumo_gap_ev": 9.9,
  "e_lumo_ha": 0.036,
  "e_tot_ev": -8287.629,
  "homo_ev": -8.94,
  "species": ["N", "N", "C", "C", "C", "C", "C", "H", "H", "H", "H", "H", "H", "H", "H"],
  "coordinates": [[1.32372, -0.41807, -1.33976], [0.08656, -1.67326, 0.21892], [-0.56058, -0.49542, 0.17024], [-0.41357, 1.67298, -0.31479], [-0.87182, 0.81437, 0.90500], [1.21816, -1.60206, -0.74002], [0.53232, 0.49417, -0.33156], [0.22237, 0.53230, 1.50550], [-1.38537, -0.48520, -0.54362], [-0.04303, 2.86091, -0.31292], [1.35096, 0.79507, 0.57405], [-1.85078, 0.85906, 1.88944], [-0.32430, -2.63288, 0.34910], [-1.18307, 1.81541, -1.22918], [1.89842, -2.53739, -0.80040]],
  "lowdin_charge": [0.0600, 0.0079, -0.4266, -0.1499, -0.2117, -0.1592, -0.3552, 0.1425, 0.1419, 0.1534, 0.1827, 0.1830, 0.1505, 0.1439, 0.1368]
}

***

# 11
{
  "formula": "C5H8N2",
  "method": "ωB97M-V with the def2-TZVPD basis set",
  "homo_lumo_gap_ev": 10.6,
  "e_lumo_ha": 0.033,
  "e_tot_ev": -8292.936,
  "smiles": "C[C@H]1CN1CC#N",
  "homo_ev": -9.67,
  "species": ["N", "N", "C", "C", "C", "C", "C", "H", "H", "H", "H", "H", "H", "H", "H"],
  "coordinates": [[-2.87635, 1.32918, -0.97883], [-0.36130, -0.06443, 0.50015], [0.92921, -0.21697, -0.08841], [0.68239, -0.56236, 1.34720], [-1.54545, -0.70402, 0.00073], [-2.34937, 0.38867, -0.56924], [1.48584, 1.03585, -0.69729], [0.83994, 1.22010, -1.56162], [-2.11451, -1.17337, 0.80213], [0.93718, 0.11838, 2.15618], [1.05729, -1.12626, -0.67649], [2.52917, 0.98337, -1.02631], [1.35696, 1.85526, 0.01076], [-1.37748, -1.45727, -0.78009], [0.80647, -1.62613, 1.56114]],
  "lowdin_charge": [0.1395, -0.1187, -0.3434, -0.0847, -0.1760, -0.2012, -0.0477, 0.0795, 0.1239, 0.1073, 0.1345, 0.0746, 0.0824, 0.1225, 0.1074]
}

***

# 12
{
  "formula": "C5H8N2",
  "method": "ωB97M-V with the def2-TZVPD basis set",
  "homo_lumo_gap_ev": 8.4,
  "e_lumo_ha": 0.034,
  "e_tot_ev": -8290.338,
  "homo_ev": -7.51,
  "species": ["N", "N", "C", "C", "C", "C", "C", "H", "H", "H", "H", "H", "H", "H", "H"],
  "coordinates": [[0.03429, -1.93574, -1.06095], [0.41815, -0.78592, -1.06221], [1.71554, -0.34858, -1.64564], [-0.60785, 0.53986, 2.29286], [-1.76762, -0.04605, -0.06235], [-0.42680, 0.34843, -0.52460], [-0.93463, 0.30989, 0.86634], [-0.20279, 1.28390, -1.04791], [1.53247, 0.30952, -2.50157], [-1.51449, 0.49524, 2.90302], [0.09163, -0.21853, 2.65957], [-2.72899, -0.41139, -0.38418], [-0.14020, 1.52023, 2.43134], [2.22907, -1.25405, -1.96676], [2.30223, 0.19321, -0.89696]],
  "lowdin_charge": [0.1062, -0.3411, -0.0527, -0.0377, 0.0447, -0.2226, -0.2011, 0.1231, 0.0780, 0.0802, 0.0843, 0.1040, 0.0799, 0.0742, 0.0805]
}

***

Computed values of largest force on an atom (unit: eV Å⁻¹) for the preceding records, in sequence: 1.81; 0.59; 1.30; 3.21; 2.80; 0.28; 0.55; 1.18; 1.68; 7.76; 0.92; 0.62.
Computed values of ΔE to the lowest compared entry with this formula, charge and spin (unit: kcal/mol) for the preceding records, in sequence: 26.5; 95.5; 114.2; 121.6; 77.6; 114.4; 74.5; 33.4; 120.3; 169.9; 47.5; 107.4.